1.
This record from the Open Molecules 2025 dataset describes C6H18NaO6 as an isolated structure at a distorted geometry. The level of theory is wB97M-V/def2-TZVPD.

The geometry in XYZ format:
```
31
Properties=species:S:1:pos:R:3:forces:R:3
C -3.131 0.749 -1.452 -0.7854 0.1182 -0.1036
O -0.858 1.467 -1.937 -0.0704 -0.1604 0.5375
H -3.331 0.443 -2.480 0.5858 0.1291 -0.2198
H 1.780 -2.465 0.443 -0.0405 -0.0627 -0.1387
H 0.180 -2.070 2.306 -0.1880 0.3121 0.0607
O -2.786 -0.399 -0.678 0.5215 0.1559 0.1114
H 2.441 1.062 -0.141 0.0497 0.3535 -0.3591
H -1.966 2.020 -0.206 0.2848 -0.1702 -0.0907
O 0.801 0.912 1.012 -0.0415 -0.3451 -0.4816
C -2.086 1.820 -1.278 -0.3709 0.3647 -0.5976
O 1.837 2.884 2.582 -0.1359 -0.2173 0.2456
H -0.685 -4.131 -0.078 -0.2772 0.3317 -0.5122
C 0.893 -3.022 0.775 0.5335 0.6997 0.0632
H 1.264 -3.683 1.559 -0.2614 -0.4351 -0.2220
O 0.261 -2.904 -1.562 -0.3970 0.4162 0.4558
H 3.343 3.094 1.196 0.1395 -0.1117 -0.0328
H 3.277 1.496 1.942 -0.1017 0.2262 0.7660
H 0.394 1.355 1.769 0.2863 0.1730 -0.0457
Na -0.253 -0.564 -0.709 -0.2157 -0.0712 0.3108
H -3.560 -0.845 -0.324 -0.0557 0.0505 -0.0871
C 0.285 -3.747 -0.411 0.4096 -0.6104 0.7653
H 0.444 -3.442 -2.335 -0.0904 0.0933 -0.1179
H -0.397 2.297 -2.098 0.2044 -0.2003 -0.1019
C 1.835 1.745 0.450 -0.7619 0.0268 1.1232
O -0.026 -2.074 1.369 0.1083 -0.6010 -0.6580
H 1.696 3.810 2.365 -0.0121 0.0200 0.1466
H -4.083 1.209 -1.161 0.0843 -0.2058 0.4956
H -2.451 2.747 -1.738 -0.1461 -0.1678 0.0875
H 1.335 2.536 -0.121 0.3545 -0.0554 -0.2899
H 0.881 -4.630 -0.651 0.1709 0.0507 0.2207
C 2.670 2.331 1.594 0.2186 -0.1072 -1.3314
```
Forces are in eV/Å.

calculated total energy = -852.961066 hartree
LUMO level = -2.4972 eV
energy relative to the best compared isomer or geometry (same formula, charge and spin) = 6.74 kcal/mol
total charge = +1
HOMO = -13.4 eV

---

2.
This record from the Open Molecules 2025 dataset describes one molecule with the formula C3H6IN3 at a distorted geometry. The level of theory is wB97M-V/def2-TZVPD.

The geometry in XYZ format:
```
13
Properties=species:S:1:pos:R:3:forces:R:3
I -4.598 0.025 -0.041 0.8829 0.0785 0.2160
C -2.532 0.463 0.009 -0.8338 1.5962 -0.7618
C 0.684 -0.831 -0.339 0.4848 1.3943 -0.4564
N 1.154 1.745 -0.195 -0.2867 0.8855 0.4292
C -1.544 -0.287 0.441 -0.2063 -0.2240 -0.2650
H 0.290 -0.972 -1.345 0.4516 -0.6168 -0.1105
H 1.734 -0.469 -0.375 -1.0257 0.3550 -0.1193
H 0.777 -1.699 0.257 -0.6314 -1.2217 0.4374
H 1.298 2.796 -0.068 -0.6818 -1.7440 0.0847
H -1.510 -1.289 0.792 -0.9244 -0.7469 0.3338
H -2.228 1.461 -0.422 -0.7866 -1.2389 0.5165
N 0.053 1.417 0.325 0.4595 1.4757 -0.4805
N -0.252 0.132 0.274 3.0977 0.0071 0.1758
```
Forces are in eV/Å.

calculated total energy = -579.765879 hartree
LUMO level = 0.5145 eV
energy relative to the best compared isomer or geometry (same formula, charge and spin) = 4.30 kcal/mol
total charge = 0
structure (SMILES) = [H]/N=N/N(C)/C=C/I
HOMO = -8.5 eV

---

3.
This record from the Open Molecules 2025 dataset describes C9H12Cl2InN4O3Y as an isolated structure at a distorted geometry. The level of theory is wB97M-V/def2-TZVPD.

The geometry in XYZ format:
```
32
Properties=species:S:1:pos:R:3:forces:R:3
C 2.601 6.389 -3.648 3.4156 3.9929 -3.9322
C -1.415 -0.326 0.338 -1.1273 0.0820 0.0973
C 0.040 -2.160 -0.272 0.1461 -1.4338 -0.7429
C -1.555 -1.190 2.569 -0.3957 0.0901 0.6475
H -2.138 -1.835 3.242 0.2516 0.2450 -0.1140
O 0.035 6.600 -5.198 1.4560 -3.0379 5.2555
H 0.850 -3.461 1.943 -0.2295 0.1615 0.0252
C 0.643 -0.784 1.609 -0.1043 -0.3901 1.7394
N 0.029 -0.763 0.253 -0.5488 -0.4024 0.1188
H 1.075 -2.535 -0.309 -0.3221 0.1033 -0.0242
H -1.583 -0.151 2.940 0.0193 -0.4083 -0.0040
H -1.444 0.708 0.711 -0.1018 -0.3210 -0.0051
H -2.705 -3.255 1.398 0.2931 0.2136 -0.4006
H -0.399 -2.172 -1.276 0.0478 -0.0867 0.1528
H 0.672 0.233 2.022 -0.1328 -0.1977 -0.0549
Cl 1.653 2.701 -3.894 -0.1023 0.1664 0.8605
C 0.320 6.024 -4.227 -3.0464 3.4845 -6.4403
C -2.140 -2.602 0.708 -2.5520 -1.4839 -0.9499
N -0.748 -3.092 0.600 0.2464 4.2212 1.6923
N -0.140 -1.667 2.543 -0.3111 0.5119 -2.5771
C 3.215 0.107 -0.031 3.6995 -3.9376 1.1977
O 3.979 -0.711 0.265 -3.3191 3.9044 -1.2681
H -1.858 -0.373 -0.668 0.1340 0.0425 0.2436
O 3.052 7.108 -4.439 -2.0643 -3.4814 3.9885
Y 1.180 4.643 -2.447 0.0473 -0.8012 0.6560
C -0.170 -3.050 1.972 0.6836 -1.3211 0.8326
In 1.085 0.706 -1.253 -0.2299 0.7184 -0.2033
H -2.618 -2.629 -0.284 0.1266 -0.0334 0.3647
H 1.672 -1.160 1.551 -0.3628 -0.0530 0.0002
Cl -0.206 3.610 -0.582 0.6960 -0.6112 -0.3843
H -0.778 -3.695 2.626 0.2232 0.2563 -0.2405
N -2.202 -1.217 1.236 3.4640 -0.1931 -0.5310
```
Forces are in eV/Å.

calculated total energy = -1942.068088 hartree
LUMO level (alpha / beta) = -17.2674 / -16.4534 eV
total charge = +4
HOMO (alpha / beta) = -22.7 / -22.3 eV

---

4.
This record from the Open Molecules 2025 dataset describes one molecule with the formula C4H8N4O at a distorted geometry. The level of theory is wB97M-V/def2-TZVPD.

The geometry in XYZ format:
```
17
Properties=species:S:1:pos:R:3:forces:R:3
C -2.784 -0.166 0.074 -0.3085 -2.3700 -0.7630
H -1.859 1.968 -0.751 3.3768 -0.2856 2.3344
H -3.557 -1.032 -0.100 1.6924 2.0313 0.5150
N 1.770 0.848 -0.028 0.8397 -1.9661 -0.1584
H 1.283 -2.065 -0.665 -1.2936 0.9220 -0.4589
H -3.079 0.887 0.063 -0.2150 -0.7917 0.2892
N -0.495 0.656 0.109 -2.0055 -4.4731 -0.7775
H 3.571 0.450 0.745 -0.4421 -0.4348 -0.1530
N -0.887 1.923 -0.132 -2.2603 2.9281 1.3854
C 0.729 0.086 -0.065 2.8501 1.3818 0.2753
H 1.061 -1.772 0.951 -0.6738 0.2561 0.2618
C 0.631 -1.440 -0.005 0.1633 0.8165 0.6830
H -0.986 2.367 0.897 -0.3781 -0.7743 -3.4096
C -1.453 -0.429 0.056 -0.6111 1.4849 -0.0536
N 3.008 -0.043 0.035 -1.0906 1.2426 0.8772
H 3.535 0.181 -0.785 0.1691 0.0933 -0.9239
O -0.810 -1.623 -0.075 0.1872 -0.0609 0.0765
```
Forces are in eV/Å.

calculated total energy = -451.337339 hartree
LUMO level = 0.8394 eV
energy relative to the best compared isomer or geometry (same formula, charge and spin) = 113.52 kcal/mol
total charge = 0
structure (SMILES) = C=C1OC/C(=N\N)N1N
HOMO = -8.2 eV

---

5.
This record from the Open Molecules 2025 dataset describes one molecule with the formula C5H10O2S at a distorted geometry. The level of theory is wB97M-V/def2-TZVPD.

The geometry in XYZ format:
```
18
Properties=species:S:1:pos:R:3:forces:R:3
H -2.643 -0.783 0.036 -0.1418 0.8275 -0.2982
H 2.616 -1.185 0.605 -2.5362 -1.0688 -0.7485
H 1.146 -2.376 0.832 0.3507 0.7289 -0.3056
H -1.154 0.112 2.397 -0.8988 1.7987 -1.0503
C -0.697 -0.037 0.585 -1.2879 2.1635 -0.8226
H 1.137 -0.194 -2.498 -2.3943 1.5794 0.2084
O 1.329 0.377 1.741 -1.0309 0.6911 1.2195
H 0.294 1.737 -0.098 0.1108 1.2441 -0.0522
H 1.639 -1.873 -0.938 -0.9145 1.5992 3.3956
O -1.220 0.807 1.652 0.6455 -2.8166 1.0301
C 0.141 0.767 -0.482 -0.7093 -1.3592 1.4747
H 0.538 0.643 2.303 1.6975 0.2347 -0.7368
C 0.727 -0.200 0.655 1.6683 -1.4798 -2.5489
H -1.743 -1.982 0.829 0.9548 1.1760 -1.2966
C -1.606 -1.075 0.110 -0.3117 -3.1786 -1.6173
S -0.113 0.621 -2.276 2.9721 -1.8119 0.9487
H -1.249 -1.373 -1.014 -0.9299 0.2162 2.8990
C 1.494 -1.478 0.269 2.7556 -0.5446 -1.6989
```
Forces are in eV/Å.

calculated total energy = -745.062001 hartree
LUMO level = 0.4820 eV
energy relative to the best compared isomer or geometry (same formula, charge and spin) = 81.22 kcal/mol
total charge = 0
structure (SMILES) = C[C@]1(O)[C@H](S)[C@@]1(C)O
HOMO = -9.1 eV

---

6.
This record from the Open Molecules 2025 dataset describes a 2-piece molecular cluster, C3H4N2O overall. The level of theory is wB97M-V/def2-TZVPD.

The geometry in XYZ format:
```
10
Properties=species:S:1:pos:R:3:forces:R:3
C -1.032 1.590 0.207 -0.8061 -0.2396 0.1388
H 2.431 -0.089 0.534 -0.0905 0.0791 -0.0478
N -2.155 1.328 0.336 0.6724 0.1906 -0.0751
H 0.040 1.542 0.162 -0.2166 -0.0128 0.0344
O -3.332 1.106 0.460 0.2055 0.0737 -0.0405
H 1.982 0.370 -0.997 -0.0133 -0.0921 0.0482
H -0.529 -2.856 -0.231 0.0726 0.1889 -0.0074
C 0.846 -1.050 -0.175 -0.2749 -0.4301 -0.0114
N 1.648 0.056 -0.093 0.0954 -0.1794 -0.0585
C 0.102 -1.996 -0.204 0.3556 0.4218 0.0193
```
Forces are in eV/Å.

calculated total energy = -301.283599 hartree
LUMO level = 0.5853 eV
energy relative to the best compared isomer or geometry (same formula, charge and spin) = 127.78 kcal/mol
total charge = 0
structure (SMILES) = C#[N+][O-].C#CN
HOMO = -9.5 eV

---

7.
This record from the Open Molecules 2025 dataset describes C4F30HfO12P3S4 as an isolated structure at a distorted geometry. The level of theory is wB97M-V/def2-TZVPD.

The geometry in XYZ format:
```
54
Properties=species:S:1:pos:R:3:forces:R:3
O 1.574 -3.206 1.794 -1.2141 -0.2289 -0.0790
F -2.452 2.089 2.651 -0.1135 0.5446 0.3137
O 2.563 1.496 3.307 0.0648 0.4717 -0.6882
F 5.159 2.000 2.037 0.0529 0.1277 0.0583
F -2.536 0.320 -0.200 -0.2511 0.1727 0.5386
F -2.130 0.547 -5.472 -0.0281 0.0815 -0.4591
F 0.483 2.854 1.800 0.6230 0.0521 -0.8680
F 4.762 0.870 0.255 -0.1645 -0.0469 -0.1245
C 0.044 -4.686 0.269 0.4055 1.3902 0.4366
F 1.241 4.428 0.314 -0.6532 0.0633 -0.4174
P -3.350 -1.062 -0.626 -0.0593 0.4146 -0.7030
F -3.936 -0.347 -1.974 0.1868 0.1057 0.6095
C -1.844 1.589 3.726 0.6942 -0.3939 -0.8087
O 3.526 -0.558 2.481 -0.2962 0.5560 -0.8103
F -1.070 2.118 0.419 -0.7658 0.3426 -0.3179
O -0.821 -3.395 2.459 0.3666 -0.0139 -0.6766
F 3.933 -0.741 -1.885 -0.1900 -0.5472 -0.4319
F -0.626 3.909 -1.006 -0.3952 0.4415 -0.2251
O -0.315 2.592 -3.752 -0.4425 -0.5977 -0.0934
F -4.638 -0.603 0.182 -0.2204 0.0945 0.1148
F 2.217 -1.467 -0.519 0.8459 -0.9364 0.3892
S -1.274 1.646 -3.220 0.2625 1.7407 -0.4009
F 3.641 2.691 0.643 0.2929 0.1005 -0.1547
F 0.889 2.315 -0.457 0.7074 -0.2928 -0.2875
F -0.903 4.417 1.233 -0.9624 0.3697 -0.9287
S 0.169 -3.200 1.437 1.2901 -0.2822 0.2211
F 2.627 -2.621 -2.507 -0.0772 -0.3783 0.6189
F 2.377 -0.744 -3.643 0.0723 0.5110 0.7449
S -1.317 -0.149 3.255 0.3997 -0.9417 1.6561
F -1.134 -4.764 -0.340 -0.0585 -0.2652 0.0550
O -0.259 -0.471 4.189 -0.5155 0.4045 -0.6403
F -2.695 1.651 4.756 -0.3506 -0.4387 0.1477
F -1.528 -0.926 -3.997 -0.4661 0.2242 -0.1576
F -0.019 0.137 -5.038 -0.2758 0.5121 -0.3672
F 1.982 0.405 -1.597 0.6869 1.5966 -0.1363
Hf 0.030 0.033 -0.175 -0.3833 0.4610 1.5102
C 4.182 1.608 1.196 -0.5310 0.1422 0.3736
F -0.795 2.327 4.084 -0.1044 0.1063 -0.2808
P 2.406 -1.125 -2.080 -0.2045 1.2880 -0.0361
C -1.250 0.272 -4.520 0.6712 -0.5994 1.5615
F -1.961 -1.317 -1.471 0.6951 -1.0704 0.1094
F -3.998 -2.431 -1.127 -0.0746 -0.4105 -0.0585
F -2.761 -1.801 0.659 -0.1096 0.0975 -0.3284
S 2.885 0.699 2.159 -0.1895 -1.4677 0.8831
F 0.284 -5.812 0.950 -0.2712 -0.2852 0.0564
F 0.734 -1.177 -2.068 -1.5163 -1.6586 -0.7251
O -0.821 -0.021 1.864 0.3568 0.5705 -0.9652
O 1.788 0.620 1.141 -0.2783 -0.8079 -0.3268
P -0.024 3.426 0.350 1.7079 -0.7463 2.8814
O -0.742 1.041 -1.976 0.1154 -1.1326 0.3476
F 1.000 -4.575 -0.660 -0.1267 -0.1087 -0.1742
O -2.525 -0.915 3.361 -0.0305 0.4556 -0.1668
O -0.130 -2.097 0.475 0.0565 1.0208 -0.7722
O -2.639 2.110 -3.135 0.7656 -0.8090 -0.0168
```
Forces are in eV/Å.

calculated total energy = -6717.129450 hartree
LUMO level = 6.4745 eV
energy relative to the best compared isomer or geometry (same formula, charge and spin) = 0.00 kcal/mol
total charge = -3
HOMO = -2.9 eV